Entry 1:
C38H82F18N7O10PS4 | ωB97M-V/def2-TZVPD

XYZ file:
```
160
Properties=species:S:1:pos:R:3:forces:R:3:lowdin_charge:R:1
P -19.611 0.511 -1.253 -0.6 -1.1 1.2 0.24
F -20.181 2.028 -1.373 0.0 0.2 -1.8 -0.18
F -19.722 0.128 -2.849 0.9 0.9 0.7 -0.17
F -18.079 1.047 -1.420 -0.6 0.7 0.0 -0.16
F -18.911 -0.904 -0.865 -1.0 -0.1 -0.5 -0.16
F -19.774 0.826 0.347 1.0 -0.5 0.1 -0.18
F -21.140 -0.092 -1.210 0.2 0.0 0.4 -0.19
C -15.680 -1.162 -1.584 1.0 -0.6 -1.8 0.01
N -14.255 -1.681 -1.742 -0.5 0.7 1.4 -0.32
C -13.473 -0.570 -2.409 -1.3 -0.7 0.5 0.02
C -13.772 -1.986 -0.343 2.1 -0.5 -1.2 0.01
C -14.280 -2.949 -2.572 0.3 -0.5 1.4 -0.07
C -12.978 -3.742 -2.589 0.2 -0.1 -0.8 -0.21
O -12.051 -3.055 -3.416 0.0 0.3 0.0 -0.04
H -15.681 -0.309 -0.916 -0.1 -0.2 0.3 0.08
H -16.277 -2.017 -1.296 -0.3 0.3 0.2 0.08
H -15.905 -0.834 -2.602 -0.6 0.1 0.1 0.10
H -12.411 -0.706 -2.255 0.0 -0.1 -0.4 0.11
H -13.852 0.347 -1.960 0.4 0.2 0.0 0.09
H -13.868 -0.645 -3.417 0.8 0.4 -0.3 0.07
H -13.830 -1.153 0.349 -0.8 0.1 -0.2 0.11
H -12.697 -2.130 -0.484 0.0 -0.1 0.2 0.10
H -14.141 -2.950 -0.002 -0.6 0.3 0.2 0.07
H -14.589 -2.741 -3.596 -0.1 0.3 0.1 0.14
H -15.012 -3.549 -2.028 -0.1 -0.3 -0.4 0.12
H -13.253 -4.702 -3.041 0.0 0.0 0.0 0.13
H -12.480 -3.992 -1.651 -0.7 0.2 0.3 0.11
H -11.159 -3.231 -3.108 0.0 -0.1 -0.1 0.10
C -20.948 2.844 -6.719 -0.5 0.7 0.6 0.03
N -20.831 2.838 -5.206 1.2 0.2 -1.4 -0.33
C -21.348 4.088 -4.562 -0.4 -0.7 0.4 0.02
C -21.621 1.661 -4.711 0.3 0.4 0.0 0.01
C -19.329 2.704 -4.899 0.2 0.1 0.8 -0.08
C -18.393 3.741 -5.491 0.3 0.8 -1.3 -0.20
O -18.565 4.996 -4.839 -0.6 0.2 0.6 -0.08
H -20.349 2.028 -7.113 0.1 0.1 -0.1 0.11
H -20.637 3.829 -7.056 0.2 -0.2 -0.2 0.11
H -21.994 2.721 -6.995 0.0 -0.1 0.1 0.11
H -21.271 3.857 -3.499 -0.4 0.2 0.1 0.10
H -22.376 4.192 -4.902 -0.1 0.2 0.3 0.11
H -20.758 4.985 -4.721 0.2 -0.3 -0.6 0.10
H -21.301 0.751 -5.214 0.4 0.0 0.2 0.11
H -22.662 1.809 -4.995 0.0 0.3 0.2 0.11
H -21.477 1.620 -3.638 -0.1 -0.3 0.1 0.08
H -19.052 1.695 -5.190 0.1 0.1 0.1 0.11
H -19.204 2.856 -3.825 -0.4 -0.5 0.2 0.13
H -18.534 3.894 -6.568 -0.1 -0.3 0.1 0.13
H -17.330 3.499 -5.404 -0.3 -1.0 0.2 0.13
H -17.930 5.633 -5.176 0.1 -0.1 -0.1 0.10
C -25.005 -0.115 -2.996 -0.4 0.8 -0.1 -0.08
C -24.402 -0.133 -1.584 -0.7 -0.4 0.1 -0.21
C -25.330 0.549 -0.585 0.9 0.1 1.3 -0.11
N -24.625 0.790 0.766 -1.0 0.6 1.5 -0.23
C -24.132 -0.452 1.465 -0.4 -0.1 0.0 0.02
C -23.543 1.872 0.800 0.4 -0.3 -2.3 -0.11
C -24.257 3.189 1.060 0.1 -1.6 0.3 -0.13
C -25.119 2.702 2.214 -1.4 2.0 -0.4 -0.16
C -25.747 1.435 1.677 1.7 -0.3 0.8 -0.08
H -25.070 0.895 -3.412 0.3 0.1 0.1 0.07
H -26.057 -0.408 -2.968 0.1 -0.4 0.1 0.08
H -24.517 -0.724 -3.754 0.2 -0.2 0.3 0.07
H -23.410 0.300 -1.462 0.0 0.1 -0.5 0.08
H -24.297 -1.174 -1.270 0.0 0.0 0.0 0.12
H -26.197 -0.005 -0.224 -0.1 -0.4 -0.7 0.14
H -25.699 1.545 -0.831 0.2 -0.1 -0.6 0.13
H -24.804 -1.295 1.306 0.0 0.1 -0.5 0.12
H -24.197 -0.294 2.540 0.4 0.3 0.0 0.11
H -23.113 -0.691 1.174 0.0 0.0 -0.2 0.11
H -22.764 1.519 1.470 -0.1 0.4 0.4 0.14
H -23.100 1.928 -0.197 0.2 -0.4 0.1 0.12
H -23.548 4.002 1.180 -0.2 0.1 0.3 0.13
H -24.888 3.348 0.183 0.0 0.5 0.0 0.12
H -24.562 2.648 3.146 0.0 -0.5 0.0 0.13
H -25.979 3.360 2.375 0.3 0.2 0.4 0.13
H -25.910 0.808 2.550 -0.5 -0.5 -0.5 0.13
H -26.629 1.621 1.076 0.0 -0.1 0.1 0.13
C -16.856 1.248 2.758 -0.1 0.7 1.0 -0.07
C -16.188 2.086 1.655 -0.4 -0.9 -0.8 -0.21
C -17.127 3.127 1.036 0.4 1.0 0.0 -0.11
N -16.416 4.146 0.139 0.1 -0.2 0.9 -0.26
C -15.654 3.429 -0.979 -0.2 1.6 1.1 0.05
C -15.495 5.031 1.008 0.5 0.0 -1.0 -0.08
C -15.753 6.474 0.615 -0.4 1.0 -0.8 -0.13
C -16.573 6.395 -0.696 0.2 0.5 0.5 -0.14
C -17.383 5.135 -0.481 0.6 -0.7 -1.0 -0.10
H -17.808 0.787 2.497 0.1 0.1 -0.5 0.07
H -17.056 1.871 3.636 -0.1 0.2 -0.1 0.08
H -16.243 0.460 3.194 0.4 0.0 -0.6 0.07
H -15.938 1.387 0.851 0.0 0.0 -0.1 0.09
H -15.228 2.515 1.945 -0.2 0.2 0.4 0.11
H -17.532 3.824 1.771 -0.4 -0.5 0.3 0.13
H -17.911 2.692 0.423 -0.1 -0.2 0.2 0.11
H -15.157 4.243 -1.504 0.0 -0.3 -0.4 0.11
H -16.405 2.933 -1.584 0.3 -0.4 0.0 0.10
H -14.892 2.814 -0.513 -0.2 -0.3 -0.2 0.10
H -14.511 4.724 0.662 0.3 0.1 0.8 0.13
H -15.672 4.919 2.073 0.1 -0.7 -0.1 0.14
H -14.856 7.080 0.495 0.2 -0.4 -0.1 0.13
H -16.323 7.056 1.340 -0.2 -0.5 0.3 0.12
H -15.941 6.390 -1.585 0.1 -0.4 0.0 0.12
H -17.192 7.281 -0.827 -0.2 -0.1 0.1 0.12
H -17.646 4.641 -1.416 -0.8 0.3 0.1 0.13
H -18.225 5.304 0.186 0.0 -0.2 0.0 0.14
C -17.023 -7.627 -3.614 -0.2 -0.2 0.4 -0.07
C -17.900 -6.795 -2.650 0.5 0.4 -0.5 -0.21
C -18.010 -5.407 -3.291 0.1 -0.5 0.7 -0.14
N -19.041 -4.518 -2.654 -0.5 0.4 -0.4 -0.23
C -18.768 -4.315 -1.179 0.4 0.0 -0.5 0.03
C -19.045 -3.192 -3.415 0.6 0.5 1.2 -0.10
C -20.437 -2.963 -3.936 -0.7 1.2 -1.5 -0.17
C -21.384 -3.820 -3.141 1.0 -1.4 0.4 -0.13
C -20.475 -5.040 -2.870 0.1 -0.6 1.0 -0.08
H -17.364 -7.608 -4.649 -0.1 0.2 0.0 0.08
H -16.921 -8.677 -3.343 -0.2 0.0 0.3 0.08
H -16.013 -7.221 -3.552 0.0 0.1 -0.2 0.07
H -17.314 -6.678 -1.737 -0.2 -0.1 0.1 0.07
H -18.879 -7.177 -2.361 0.0 -0.4 -0.4 0.11
H -18.244 -5.418 -4.355 0.0 -0.1 0.0 0.14
H -17.037 -4.940 -3.128 -0.1 0.3 -0.3 0.13
H -18.797 -5.281 -0.683 -0.6 0.1 0.2 0.10
H -19.447 -3.541 -0.833 -0.2 -0.3 0.3 0.11
H -17.753 -3.960 -0.993 0.1 0.1 -0.5 0.08
H -18.859 -2.416 -2.673 0.1 -0.1 0.2 0.10
H -18.188 -3.127 -4.081 -0.3 -0.4 -0.4 0.11
H -20.637 -1.890 -3.899 -0.1 0.0 0.4 0.10
H -20.608 -3.165 -4.997 0.6 -0.4 0.0 0.12
H -21.703 -3.405 -2.187 -0.1 0.2 -0.1 0.11
H -22.225 -4.192 -3.723 -0.2 0.3 0.1 0.12
H -20.773 -5.603 -1.985 0.1 0.2 0.1 0.13
H -20.455 -5.803 -3.646 0.1 0.5 -0.4 0.14
C -13.449 -6.145 1.099 -1.3 -0.7 -0.7 -0.70
F -12.873 -5.021 0.674 0.4 0.3 0.2 0.12
F -12.864 -7.191 0.539 0.4 -0.1 -0.4 0.15
F -13.368 -6.287 2.390 0.1 0.5 0.6 0.19
S -15.239 -6.187 0.492 -0.4 0.3 -1.3 0.66
O -15.150 -6.430 -0.954 0.2 0.9 1.5 -0.33
O -15.867 -7.221 1.268 0.1 1.0 -0.1 -0.26
N -15.779 -4.603 0.694 0.3 -2.1 -1.5 -0.33
S -16.585 -4.402 2.018 0.4 -1.1 3.7 0.56
O -17.931 -4.926 2.112 0.4 1.0 -1.0 -0.29
O -15.739 -4.699 3.160 -0.6 0.3 -0.4 -0.30
C -16.573 -2.537 2.034 0.7 -1.3 -0.8 -0.67
F -17.359 -1.955 2.922 0.1 -0.1 -0.3 0.17
F -15.298 -2.188 2.227 0.0 0.5 0.7 0.11
F -16.838 -2.134 0.786 -1.1 0.9 -0.1 0.07
C -18.124 -0.825 -6.350 1.4 -0.2 0.4 -0.67
F -19.049 -1.637 -6.837 0.1 -0.1 -0.2 0.16
F -18.204 0.349 -6.960 -0.7 0.4 0.2 0.12
F -18.367 -0.687 -5.032 -0.3 0.4 0.0 0.09
S -16.364 -1.434 -6.592 0.6 -1.2 -0.8 0.65
O -16.335 -2.784 -6.081 -0.2 0.8 1.1 -0.31
O -16.234 -1.374 -8.035 0.0 0.9 1.6 -0.26
N -15.449 -0.398 -5.596 -2.0 -3.0 -0.7 -0.30
S -14.803 0.664 -6.524 0.6 2.7 -2.6 0.54
O -13.986 0.158 -7.595 0.2 0.3 1.0 -0.27
O -15.770 1.680 -6.914 0.5 0.2 0.6 -0.33
C -13.598 1.520 -5.342 -0.9 -1.7 -0.8 -0.66
F -12.772 0.549 -4.942 0.6 0.4 0.2 0.11
F -12.924 2.457 -5.975 -0.2 0.1 0.4 0.18
F -14.225 2.001 -4.251 0.2 0.4 -0.1 0.10
```
Positions in Å, forces in eV/Å.

Calculated values
max |F|: 3.8 eV/A
frontier orbital gap: 8.278 eV
electronic energy: -6364.00593 Ha
net charge: +2
lowest unoccupied orbital energy: -4.19 eV
highest occupied orbital energy: -12.47 eV


Entry 2:
C38H82N4O6 | ωB97M-V/def2-TZVPD

XYZ file:
```
130
Properties=species:S:1:pos:R:3:forces:R:3:lowdin_charge:R:1
C -7.576 -0.204 5.094 1.9 -0.7 0.7 -0.03
C -7.955 0.579 3.892 -0.6 2.5 -0.7 -0.55
C -9.389 1.022 3.961 -2.3 -1.1 0.4 -0.06
C -7.220 1.942 3.803 0.8 -1.1 0.6 -0.14
C -5.755 1.758 3.502 -0.1 0.8 0.1 -0.21
C -5.749 1.264 2.071 -0.6 0.1 0.4 -0.13
C -6.552 -0.103 1.864 1.6 0.0 -0.1 -0.43
C -7.003 -0.130 0.358 0.5 -1.3 0.3 -0.02
C -5.589 -1.248 2.358 -0.4 0.0 -1.7 -0.01
N -7.792 -0.128 2.633 -1.1 0.6 0.1 -0.09
O -8.400 -1.442 2.771 1.1 0.6 -0.4 -0.02
H -7.766 -1.274 5.010 -0.8 0.2 0.2 0.09
H -6.486 -0.204 5.129 0.3 0.1 0.2 0.07
H -7.865 0.234 6.050 -0.5 -0.1 -0.1 0.10
H -9.774 1.465 4.879 0.8 0.2 0.4 0.09
H -9.773 1.683 3.184 0.5 -0.2 -0.4 0.09
H -9.959 0.094 3.938 -0.5 -0.1 -0.3 0.08
H -7.553 2.520 2.941 -0.7 0.0 0.3 0.12
H -7.392 2.502 4.723 -0.2 0.0 0.0 0.13
H -5.351 2.769 3.537 0.5 0.0 -0.2 0.11
H -5.163 1.187 4.217 -0.2 -0.3 0.0 0.11
H -4.720 1.370 1.727 0.0 -1.2 -0.6 0.11
H -6.269 2.057 1.534 -0.2 -0.1 -0.3 0.10
H -7.444 0.797 -0.007 0.0 0.1 0.5 0.08
H -7.727 -0.931 0.209 -0.3 0.0 0.2 0.07
H -6.226 -0.423 -0.348 0.5 0.3 0.2 0.07
H -6.066 -2.226 2.285 -0.2 0.1 0.3 0.07
H -5.195 -1.111 3.365 -0.2 0.2 -0.1 0.07
H -4.766 -1.314 1.647 0.3 0.2 0.1 0.06
H -9.205 -1.374 2.254 -0.1 0.1 -0.2 0.10
C 6.681 1.237 3.744 0.0 -0.8 0.7 -0.03
C 5.260 0.948 4.230 -1.2 1.7 1.2 -0.44
C 4.754 2.229 5.141 -0.1 -1.5 -0.3 -0.01
C 4.314 0.762 3.016 0.6 1.4 -0.2 -0.15
C 3.059 0.024 3.356 -0.1 0.9 -0.1 -0.19
C 3.220 -1.203 4.200 -0.7 -0.7 -0.8 -0.15
C 4.123 -1.176 5.433 -0.8 -0.3 -1.4 -0.47
C 3.374 -0.706 6.663 -1.0 -0.6 0.0 -0.04
C 4.492 -2.709 5.663 1.7 1.1 1.0 -0.03
N 5.228 -0.246 5.073 0.3 -2.4 -0.5 -0.11
O 6.193 -0.279 6.080 0.3 0.3 0.0 -0.01
H 6.959 0.410 3.090 0.0 0.4 -0.6 0.09
H 6.746 2.241 3.325 0.0 -0.3 -0.4 0.09
H 7.413 1.143 4.546 -0.2 0.3 0.2 0.07
H 4.912 3.208 4.689 0.2 -0.1 0.0 0.07
H 3.713 2.139 5.452 -0.4 -0.1 -0.7 0.06
H 5.186 2.186 6.141 0.8 0.2 -0.1 0.06
H 4.009 1.729 2.616 -0.2 0.8 0.8 0.11
H 4.815 0.542 2.073 0.5 -1.6 0.3 0.10
H 2.421 0.726 3.893 -0.1 0.2 0.2 0.11
H 2.518 -0.167 2.429 -0.1 -0.4 0.0 0.11
H 3.585 -2.021 3.580 -0.1 0.0 -0.2 0.12
H 2.177 -1.408 4.441 0.1 -0.7 0.6 0.12
H 2.662 -1.446 7.027 0.4 -0.8 0.1 0.08
H 2.604 0.012 6.378 0.8 1.2 0.3 0.08
H 4.070 -0.524 7.482 -0.3 0.7 0.0 0.09
H 3.661 -3.394 5.832 -0.4 0.5 -0.4 0.08
H 5.056 -2.754 6.595 0.0 0.0 0.3 0.07
H 5.201 -3.159 4.968 -0.3 0.3 -0.6 0.08
H 5.940 0.445 6.658 0.2 0.2 0.6 0.07
C 6.505 3.336 -1.917 -0.1 1.0 1.4 -0.08
C 5.683 2.449 -2.805 1.6 0.2 -0.9 -0.48
C 4.852 3.359 -3.768 -1.0 -0.5 0.3 -0.03
C 6.832 1.707 -3.619 -1.9 0.1 0.2 -0.14
C 6.184 0.532 -4.332 1.5 0.5 0.0 -0.19
C 5.824 -0.441 -3.254 0.0 -1.0 -0.5 -0.18
C 4.785 0.038 -2.262 -0.5 0.9 1.0 -0.45
C 3.344 -0.301 -2.878 1.8 1.2 1.2 0.00
C 5.079 -0.576 -0.871 -1.2 -1.7 -0.9 -0.04
N 4.984 1.495 -1.875 0.6 0.2 -2.4 -0.09
O 3.844 2.116 -1.219 1.2 -0.8 -0.7 -0.01
H 7.030 2.755 -1.158 0.3 -0.3 -0.3 0.09
H 7.220 3.937 -2.479 -0.1 0.1 0.0 0.09
H 5.887 3.999 -1.311 -0.2 0.4 -0.2 0.08
H 5.339 4.190 -4.279 0.8 0.0 0.7 0.08
H 4.374 2.889 -4.627 -0.1 -0.8 0.2 0.07
H 4.041 3.780 -3.174 -0.1 0.1 0.0 0.07
H 7.368 2.389 -4.279 -0.5 0.4 -0.2 0.12
H 7.625 1.356 -2.959 -0.2 -0.3 0.3 0.12
H 5.333 0.815 -4.952 0.1 0.1 0.0 0.11
H 6.987 0.129 -4.948 -0.4 -0.5 -0.4 0.11
H 6.734 -0.816 -2.785 0.1 0.4 0.3 0.12
H 5.424 -1.334 -3.733 -0.2 -0.2 0.1 0.11
H 2.627 0.056 -2.139 -0.4 -0.6 -0.2 0.06
H 3.339 -1.357 -3.148 -0.4 0.0 0.4 0.08
H 3.214 0.296 -3.780 0.1 0.0 -0.1 0.07
H 5.064 -1.664 -0.939 -0.3 -0.4 -0.1 0.08
H 4.228 -0.313 -0.244 0.4 0.2 0.5 0.07
H 6.078 -0.392 -0.475 -0.3 0.8 -0.1 0.09
H 4.313 2.247 -0.392 -0.6 0.3 0.5 0.09
C -3.458 -1.808 -3.382 -1.3 1.2 0.8 -0.05
C -2.336 -2.294 -4.223 0.8 -0.8 0.8 -0.48
C -1.367 -3.096 -3.348 -0.3 -1.5 0.2 -0.04
C -2.920 -3.268 -5.337 0.9 1.6 -0.6 -0.10
C -3.324 -2.523 -6.650 0.8 -0.3 1.3 -0.17
C -2.398 -1.361 -7.006 -0.9 0.9 0.6 -0.12
C -2.032 -0.384 -5.826 1.8 1.0 -0.7 -0.47
C -0.904 0.585 -6.375 0.3 -1.9 0.3 -0.03
C -3.037 0.638 -5.328 -1.9 0.3 0.3 -0.06
N -1.512 -1.148 -4.696 -0.6 -2.4 -3.5 -0.15
O -0.938 -0.385 -3.720 -0.1 0.5 1.1 -0.01
H -3.693 -2.448 -2.532 -0.1 -0.2 -0.2 0.10
H -3.216 -0.823 -2.984 0.2 0.0 0.3 0.07
H -4.350 -1.602 -3.973 -0.2 -0.4 0.0 0.08
H -1.129 -2.678 -2.370 0.3 0.5 -0.3 0.07
H -1.795 -4.052 -3.049 -0.7 -0.1 0.0 0.08
H -0.500 -3.462 -3.898 0.4 0.7 0.0 0.09
H -2.173 -4.035 -5.543 0.2 0.1 -0.2 0.10
H -3.809 -3.830 -5.049 0.1 0.3 0.8 0.12
H -3.306 -3.337 -7.374 -0.4 0.5 -0.6 0.11
H -4.314 -2.079 -6.551 -0.2 -0.4 0.0 0.10
H -2.992 -0.690 -7.627 0.1 -0.1 -0.5 0.11
H -1.549 -1.683 -7.609 0.3 0.1 0.5 0.12
H -0.747 1.406 -5.676 -0.4 0.4 -0.6 0.08
H -1.140 0.747 -7.427 -0.1 1.0 0.2 0.08
H 0.071 0.100 -6.412 0.1 -0.5 0.1 0.07
H -2.575 1.105 -4.458 -0.2 -0.2 0.2 0.08
H -4.021 0.247 -5.069 0.1 -0.5 0.5 0.07
H -3.368 1.490 -5.920 0.8 -0.1 -0.9 0.09
H -0.003 -0.571 -3.837 0.3 0.2 0.2 0.11
O -2.721 -0.718 -0.082 -2.7 -0.8 -1.3 -0.10
C -1.760 -0.076 0.681 1.0 -1.9 -1.6 -0.22
C -0.493 -0.873 0.336 2.7 1.9 2.6 -0.25
O 0.270 -0.581 -0.822 -1.4 -0.5 -0.4 -0.06
H -2.930 -0.137 -0.817 -0.3 -0.3 -0.1 0.07
H -1.818 0.939 0.286 1.0 0.5 1.2 0.13
H -1.979 -0.321 1.720 0.0 0.9 0.3 0.12
H -0.542 -1.945 0.526 -0.9 -0.1 -0.3 0.13
H 0.214 -0.553 1.101 0.2 0.0 0.6 0.10
H -0.213 -1.089 -1.479 0.2 0.2 -0.9 0.03
```
Positions in Å, forces in eV/Å.

Calculated values
max |F|: 4.3 eV/A
frontier orbital gap: 8.555 eV
electronic energy: -2167.14299 Ha
net charge: 0
lowest unoccupied orbital energy: 0.53 eV
highest occupied orbital energy: -8.02 eV